No. 1
{
  "formula": "C24H30N2O2S",
  "method": "the ωB97M-V functional and the def2-TZVPD basis",
  "multiplicity": 1,
  "homo_lumo_gap_ha": 0.3239,
  "mol_weight_g_mol": 410.583,
  "smiles": "CSc1ccc(CN2CCC(Oc3ccc(C(=O)N4CCCC4)cc3)CC2)cc1",
  "total_energy_ev": -43286.0213,
  "de_lowest_ev": 1.624,
  "species": ["C", "H", "H", "H", "S", "C", "C", "C", "C", "C", "C", "H", "H", "C", "N", "C", "C", "H", "H", "C", "C", "C", "H", "H", "H", "H", "H", "O", "C", "C", "C", "C", "C", "C", "H", "H", "C", "O", "N", "C", "C", "H", "C", "H", "C", "H", "H", "H", "H", "H", "H", "H", "H", "H", "H", "H", "H", "H", "H"],
  "positions_angstrom": [[-6.992, -0.857, 4.361], [-6.871, -0.321, 5.298], [-7.902, -1.449, 4.390], [-6.142, -1.501, 4.159], [-7.222, 0.322, 2.999], [-5.751, 1.301, 3.026], [-5.692, 2.352, 2.113], [-4.581, 3.167, 2.063], [-3.502, 2.960, 2.918], [-3.576, 1.912, 3.825], [-4.685, 1.086, 3.886], [-4.701, 0.285, 4.607], [-2.756, 1.737, 4.508], [-2.260, 3.812, 2.818], [-1.259, 3.319, 1.881], [-0.696, 2.036, 2.248], [0.539, 1.754, 1.397], [0.986, 0.803, 1.689], [1.275, 2.543, 1.556], [0.156, 1.746, -0.084], [-0.505, 3.080, -0.420], [-1.699, 3.316, 0.501], [-2.463, 2.540, 0.312], [-2.140, 4.290, 0.278], [-0.826, 3.084, -1.462], [0.229, 3.874, -0.280], [-0.556, 0.932, -0.287], [1.293, 1.620, -0.923], [1.911, 0.420, -1.070], [3.087, 0.445, -1.825], [3.793, -0.711, -2.071], [3.347, -1.930, -1.567], [2.193, -1.950, -0.795], [1.471, -0.796, -0.553], [0.574, -0.859, 0.042], [1.861, -2.889, -0.379], [4.107, -3.201, -1.747], [4.348, -3.946, -0.810], [4.531, -3.486, -2.998], [4.094, -2.879, -4.238], [4.065, -4.052, -5.217], [4.137, -3.731, -6.254], [5.268, -4.878, -4.763], [5.212, -5.916, -5.084], [5.225, -4.744, -3.242], [6.218, -4.718, -2.787], [4.664, -5.558, -2.770], [6.187, -4.441, -5.155], [3.146, -4.624, -5.087], [3.125, -2.394, -4.117], [4.822, -2.130, -4.574], [4.712, -0.663, -2.635], [3.426, 1.396, -2.205], [-1.424, 1.213, 2.118], [-0.409, 2.074, 3.301], [-1.777, 3.880, 3.797], [-2.529, 4.823, 2.498], [-4.556, 3.985, 1.357], [-6.528, 2.518, 1.451]],
  "forces_ev_per_a": [[0.1, 0.5, -0.4], [0.0, -0.1, 0.1], [0.0, 0.0, 0.0], [0.0, -0.1, 0.1], [-0.1, -0.1, 0.1], [-0.2, -0.2, 0.1], [-0.1, -0.1, 0.0], [0.0, 0.0, 0.1], [0.0, 0.0, 0.1], [0.0, 0.1, -0.1], [0.0, 0.0, 0.0], [0.0, -0.1, 0.1], [0.1, 0.0, 0.1], [0.0, 0.0, 0.0], [0.0, 0.1, 0.0], [0.2, 0.0, 0.0], [-0.1, -0.2, -0.2], [0.0, 0.0, 0.0], [0.0, 0.0, 0.0], [-0.2, 0.3, 0.4], [0.0, -0.3, 0.0], [0.2, 0.0, -0.2], [0.0, 0.1, 0.0], [-0.1, 0.0, 0.0], [0.0, 0.0, 0.0], [0.0, 0.0, 0.0], [0.1, 0.1, 0.0], [0.1, 0.0, -0.2], [0.2, -0.1, -0.1], [-0.2, 0.2, 0.1], [-0.1, -0.1, 0.1], [-0.1, 0.1, 0.2], [0.2, -0.1, -0.2], [-0.2, 0.3, 0.1], [-0.1, 0.0, 0.1], [0.0, -0.1, 0.1], [0.0, 0.1, 0.0], [-0.1, -0.1, 0.2], [0.1, -0.1, -0.1], [-0.2, 0.3, -0.4], [0.1, 0.1, 0.1], [-0.1, 0.0, 0.0], [-0.1, 0.1, 0.0], [0.1, 0.0, 0.0], [0.2, -0.3, 0.3], [-0.1, -0.1, 0.0], [0.1, 0.1, 0.0], [0.0, 0.0, 0.0], [-0.1, 0.0, 0.0], [0.1, 0.0, 0.0], [-0.1, 0.0, 0.0], [0.1, 0.0, -0.1], [0.0, 0.1, 0.0], [0.0, 0.0, 0.1], [-0.1, -0.1, 0.0], [-0.1, 0.1, 0.0], [0.0, 0.0, 0.1], [0.0, 0.1, -0.1], [-0.1, 0.1, -0.1]]
}

---

No. 2
{
  "formula": "C3H8N4O",
  "method": "the ωB97M-V functional and the def2-TZVPD basis",
  "multiplicity": 1,
  "homo_lumo_gap_ha": 0.3309,
  "mol_weight_g_mol": 116.124,
  "total_energy_ev": -11241.6046,
  "de_lowest_ev": 8.019,
  "species": ["C", "C", "C", "H", "H", "H", "H", "H", "H", "H", "H", "N", "N", "N", "N", "O"],
  "positions_angstrom": [[0.893, -2.354, -1.602], [1.524, -1.403, -0.595], [-0.976, 0.982, -0.032], [1.778, -2.616, -2.544], [0.573, -3.447, -0.836], [-0.075, -1.430, -1.943], [2.477, -1.459, -0.171], [-0.980, -1.024, -0.580], [-2.292, 2.315, -0.476], [-0.636, 2.456, 1.364], [1.103, 0.350, 1.412], [0.808, -0.622, 0.200], [-0.619, -0.377, 0.102], [-2.083, 1.236, -0.673], [-0.102, 1.725, 0.772], [0.422, 0.972, 1.794]],
  "forces_ev_per_a": [[0.3, 0.6, -0.3], [-4.3, 0.3, 1.8], [-1.8, -1.4, 0.4], [-3.3, 0.6, 2.9], [0.6, 3.5, -3.0], [2.6, -3.9, 0.1], [1.8, -0.3, -0.1], [-1.0, 0.3, -0.1], [0.4, -2.8, -0.7], [1.0, -1.2, -2.0], [-0.7, 0.7, -0.2], [0.9, -1.1, -2.3], [2.7, -1.6, -1.3], [1.7, 3.3, 1.5], [-1.9, 2.7, 0.6], [1.0, 0.2, 2.7]]
}

---

No. 3
{
  "formula": "C44H41F3KN7O4Se",
  "method": "the ωB97M-V functional and the def2-TZVPD basis",
  "multiplicity": 1,
  "homo_lumo_gap_ha": 0.2105,
  "mol_weight_g_mol": 906.909,
  "charge": -2,
  "total_energy_ev": -154743.7050,
  "de_lowest_ev": 1.051,
  "species": ["K", "C", "C", "C", "C", "C", "C", "N", "C", "C", "C", "C", "C", "C", "N", "N", "C", "C", "C", "C", "C", "N", "H", "H", "H", "H", "H", "H", "H", "H", "H", "H", "H", "H", "H", "O", "C", "O", "C", "C", "C", "C", "C", "C", "C", "C", "C", "N", "H", "H", "H", "H", "H", "H", "C", "C", "C", "C", "N", "C", "Se", "N", "C", "C", "C", "C", "C", "C", "C", "C", "C", "C", "H", "H", "H", "H", "H", "H", "H", "H", "H", "H", "H", "H", "H", "H", "H", "H", "H", "H", "H", "H", "H", "H", "F", "C", "F", "F", "C", "O", "O"],
  "positions_angstrom": [[0.127, 2.588, -0.882], [-5.120, 0.158, -3.158], [-4.809, -0.805, -2.207], [-4.005, -0.491, -1.122], [-3.488, 0.799, -0.963], [-3.809, 1.765, -1.921], [-4.613, 1.444, -3.002], [-2.594, 1.113, 0.056], [-3.037, 1.318, 1.257], [-4.448, 1.254, 1.631], [-4.863, 1.456, 2.903], [-3.953, 1.769, 3.956], [-2.627, 1.874, 3.657], [-2.135, 1.663, 2.348], [-0.816, 1.802, 2.024], [-0.018, 1.987, 3.003], [1.278, 2.367, 2.606], [2.310, 2.130, 3.518], [3.579, 2.570, 3.218], [3.793, 3.258, 2.029], [2.709, 3.445, 1.189], [1.479, 3.013, 1.461], [-5.729, -0.094, -4.018], [-5.183, -1.818, -2.316], [-3.742, -1.246, -0.392], [-3.386, 2.755, -1.811], [-4.828, 2.204, -3.745], [-5.164, 1.047, 0.846], [-5.925, 1.404, 3.124], [-4.318, 1.957, 4.958], [-1.903, 2.142, 4.416], [2.085, 1.601, 4.432], [4.397, 2.382, 3.905], [4.770, 3.625, 1.747], [2.834, 3.967, 0.246], [-0.175, 5.853, -2.808], [-0.694, 4.764, -2.517], [-1.254, 4.405, -1.461], [-0.614, 3.694, -3.641], [-0.418, 4.122, -4.985], [-0.367, 3.197, -5.976], [-0.474, 1.821, -5.652], [-0.406, 0.783, -6.611], [-0.489, -0.524, -6.222], [-0.639, -0.852, -4.855], [-0.709, 0.132, -3.912], [-0.633, 1.490, -4.297], [-0.722, 2.433, -3.318], [-0.308, 5.182, -5.161], [-0.229, 3.488, -7.013], [-0.278, 1.043, -7.657], [-0.431, -1.315, -6.962], [-0.690, -1.890, -4.550], [-0.810, -0.095, -2.858], [-3.055, -3.940, 1.667], [-1.851, -3.900, 2.600], [-1.779, -2.606, 3.410], [-1.273, -1.402, 2.626], [0.094, -1.572, 2.163], [0.487, -1.821, 0.881], [-0.605, -2.093, -0.552], [1.846, -1.827, 0.877], [2.653, -1.938, -0.334], [2.665, -3.354, -0.900], [3.111, -4.439, 0.076], [4.585, -4.362, 0.455], [2.322, -1.548, 2.146], [3.603, -1.407, 2.654], [3.726, -1.167, 4.017], [2.606, -1.057, 4.841], [1.321, -1.165, 4.326], [1.203, -1.417, 2.970], [-3.106, -4.885, 1.124], [-2.990, -3.145, 0.925], [-3.985, -3.821, 2.228], [-0.938, -4.011, 2.010], [-1.886, -4.751, 3.287], [-1.152, -2.749, 4.295], [-2.779, -2.350, 3.776], [-1.285, -0.504, 3.247], [-1.879, -1.192, 1.745], [3.655, -1.602, -0.070], [2.258, -1.219, -1.052], [3.330, -3.343, -1.769], [1.661, -3.576, -1.267], [2.909, -5.417, -0.370], [2.492, -4.386, 0.977], [5.215, -4.364, -0.437], [4.885, -5.206, 1.079], [4.812, -3.456, 1.012], [4.474, -1.460, 2.018], [4.714, -1.048, 4.442], [2.738, -0.852, 5.895], [0.448, -1.037, 4.950], [4.614, 0.933, -0.790], [4.317, 1.625, -1.911], [4.677, 2.907, -1.659], [5.166, 1.173, -2.856], [2.814, 1.545, -2.346], [2.611, 1.902, -3.500], [2.039, 1.171, -1.444]],
  "forces_ev_per_a": [[-0.2, -0.9, 1.2], [0.0, 0.0, 0.0], [0.0, 0.0, 0.0], [0.0, 0.0, 0.0], [0.1, 0.0, -0.1], [0.0, 0.0, -0.1], [0.0, 0.0, 0.0], [0.1, -0.1, -0.1], [-0.1, 0.2, 0.2], [0.1, 0.0, -0.1], [-0.1, 0.0, 0.1], [0.0, 0.0, 0.0], [0.0, 0.0, 0.0], [0.1, -0.1, -0.3], [-0.1, 0.4, 0.4], [0.1, -0.1, -0.3], [-0.2, -0.1, 0.2], [0.0, 0.0, 0.1], [0.1, 0.0, 0.0], [0.0, 0.0, -0.1], [0.0, -0.1, 0.1], [0.2, 0.1, 0.1], [0.0, 0.0, 0.0], [0.0, 0.0, 0.0], [0.0, 0.0, 0.0], [0.1, 0.1, 0.0], [0.0, 0.0, 0.0], [0.0, 0.0, 0.0], [0.0, 0.0, 0.0], [0.0, 0.0, 0.0], [0.0, 0.0, 0.0], [0.0, 0.0, 0.0], [0.0, 0.0, 0.0], [0.0, 0.0, 0.0], [0.0, 0.0, 0.0], [0.1, 0.3, -0.1], [-0.2, 0.1, -0.3], [-0.5, 0.8, -0.3], [-0.1, 0.1, -0.1], [0.0, 0.0, 0.1], [0.0, 0.0, -0.1], [0.0, 0.0, -0.2], [0.0, 0.0, 0.0], [0.0, 0.0, 0.1], [0.0, 0.0, -0.1], [0.0, 0.0, 0.0], [0.0, 0.0, 0.2], [-0.2, 0.1, -0.4], [0.0, 0.0, 0.0], [0.0, 0.0, 0.0], [0.0, 0.0, 0.0], [0.0, 0.0, 0.0], [0.0, 0.0, 0.0], [0.0, 0.0, 0.0], [0.0, 0.0, 0.0], [0.0, 0.0, 0.0], [-0.1, 0.0, 0.0], [0.0, 0.1, 0.0], [0.0, -0.1, 0.1], [-0.2, 0.0, 0.0], [-0.1, 0.0, 0.0], [0.1, 0.2, -0.1], [0.0, 0.0, 0.1], [0.0, 0.0, -0.1], [0.0, 0.0, 0.0], [0.0, 0.0, 0.0], [0.0, -0.1, 0.0], [0.0, 0.0, 0.0], [0.0, 0.0, 0.0], [0.0, 0.0, 0.0], [0.1, 0.0, 0.0], [0.0, 0.1, 0.0], [0.0, 0.0, 0.0], [0.0, 0.0, 0.0], [0.0, 0.0, 0.0], [0.0, 0.0, 0.0], [0.0, 0.0, 0.0], [0.1, 0.0, 0.0], [0.0, 0.0, 0.0], [0.0, -0.1, 0.0], [0.0, 0.0, 0.0], [0.0, 0.0, 0.0], [0.0, 0.0, -0.1], [0.0, 0.0, 0.0], [0.1, 0.0, 0.0], [0.0, 0.0, 0.0], [0.0, 0.0, 0.0], [0.0, 0.0, 0.0], [0.0, 0.0, 0.0], [0.0, 0.1, 0.0], [0.0, 0.0, 0.0], [0.0, 0.0, 0.0], [0.0, 0.0, 0.0], [0.0, 0.0, 0.0], [0.0, -0.1, 0.1], [0.1, 0.0, 0.1], [0.0, 0.1, 0.0], [0.1, 0.0, -0.1], [0.0, -0.1, 0.2], [0.0, 0.1, -0.3], [0.6, -0.4, -0.1]]
}

---

No. 4
{
  "formula": "C36H48F2N3O8P2",
  "method": "the ωB97M-V functional and the def2-TZVPD basis",
  "multiplicity": 1,
  "homo_lumo_gap_ha": 0.3016,
  "mol_weight_g_mol": 750.737,
  "charge": 1,
  "total_energy_ev": -82967.1904,
  "species": ["C", "N", "C", "C", "C", "C", "C", "C", "F", "C", "C", "O", "C", "C", "C", "C", "C", "C", "C", "P", "C", "C", "N", "C", "N", "C", "C", "C", "C", "F", "C", "P", "O", "O", "O", "H", "H", "H", "H", "H", "H", "H", "H", "H", "H", "H", "H", "H", "H", "H", "H", "H", "H", "H", "H", "H", "H", "H", "H", "H", "H", "H", "H", "H", "H", "H", "H", "H", "H", "H", "H", "H", "H", "H", "H", "C", "C", "C", "O", "C", "C", "C", "O", "H", "H", "H", "H", "C", "C", "C", "O", "C", "C", "C", "O", "H", "H", "H", "H"],
  "positions_angstrom": [[2.241, -3.852, 0.372], [1.574, -2.588, 0.773], [0.116, -2.631, 0.692], [-0.609, -1.431, 0.063], [-0.322, -1.016, -1.408], [1.144, -1.066, -1.888], [1.617, -2.368, -2.531], [3.134, -2.442, -2.678], [3.458, -2.507, -4.038], [-1.238, -1.865, -2.315], [-2.700, -1.451, -2.296], [-3.059, -0.531, -3.008], [-3.661, -2.151, -1.405], [-3.736, -3.539, -1.373], [-4.689, -4.159, -0.584], [-5.553, -3.394, 0.182], [-5.470, -2.008, 0.159], [-4.536, -1.384, -0.641], [-0.782, 0.420, -1.438], [-0.907, 1.585, -2.864], [0.641, 2.543, -2.534], [-0.439, 0.693, -4.379], [-1.108, 0.828, -0.262], [-1.690, 2.167, -0.002], [-3.090, 2.196, -0.354], [-3.514, 3.418, -1.042], [-0.820, -0.127, 0.884], [-2.109, -0.173, 1.738], [-2.339, -1.396, 2.610], [-2.862, -2.443, 1.855], [0.317, 0.635, 1.642], [1.428, 0.050, 2.957], [1.543, 1.073, 4.002], [0.856, -1.337, 3.503], [2.829, -0.307, 2.275], [2.505, -4.451, 1.247], [3.165, -3.631, -0.153], [1.584, -4.465, -0.241], [1.794, -2.503, 1.753], [-0.302, -2.730, 1.692], [-0.226, -3.523, 0.161], [-1.626, -1.834, 0.005], [1.811, -0.811, -1.063], [1.272, -0.283, -2.635], [1.235, -3.232, -1.990], [1.220, -2.450, -3.545], [3.544, -3.336, -2.216], [3.640, -1.571, -2.265], [-1.151, -2.904, -1.991], [-0.915, -1.826, -3.354], [-3.063, -4.128, -1.982], [-4.760, -5.237, -0.581], [-6.298, -3.884, 0.794], [-6.161, -1.429, 0.756], [-4.488, -0.303, -0.690], [0.433, 3.408, -1.906], [1.036, 2.867, -3.495], [1.408, 1.940, -2.045], [-0.428, 1.479, -5.138], [0.545, 0.230, -4.384], [-1.206, -0.018, -4.665], [-1.547, 2.376, 1.057], [-1.117, 2.914, -0.544], [-3.635, 2.095, 0.492], [-2.906, 3.556, -1.934], [-4.545, 3.294, -1.370], [-3.474, 4.311, -0.411], [-2.126, 0.674, 2.429], [-2.970, -0.075, 1.071], [-3.056, -1.151, 3.395], [-1.431, -1.745, 3.093], [0.978, 1.108, 0.911], [-0.169, 1.454, 2.171], [1.137, -1.428, 4.428], [2.876, 0.038, 1.376], [-2.529, 8.248, 0.303], [-1.605, 7.435, -0.200], [-0.885, 6.465, 0.661], [-0.045, 5.716, 0.200], [-1.226, 6.437, 2.104], [-2.150, 7.249, 2.610], [-2.878, 8.219, 1.749], [-3.722, 8.952, 2.206], [-3.069, 8.965, -0.302], [-1.333, 7.438, -1.248], [-0.678, 5.727, 2.711], [-2.415, 7.251, 3.659], [5.703, -2.125, 2.106], [6.662, -2.055, 3.025], [8.059, -2.462, 2.715], [8.928, -2.403, 3.552], [8.342, -2.943, 1.337], [7.384, -3.004, 0.416], [5.995, -2.597, 0.731], [5.121, -2.636, -0.114], [4.681, -1.832, 2.305], [6.480, -1.705, 4.034], [9.366, -3.232, 1.135], [7.567, -3.345, -0.595]],
  "forces_ev_per_a": [[0.0, 0.1, 0.2], [-0.1, -0.5, -0.1], [0.1, 0.3, 0.1], [-0.4, -0.1, 0.1], [0.0, -0.2, 0.1], [0.2, 0.3, -0.1], [-0.2, -0.1, 0.0], [0.0, -0.2, -0.2], [0.0, 0.1, 0.1], [0.0, -0.5, -0.4], [-0.1, 0.3, -0.4], [0.1, -0.1, 0.4], [0.0, 0.1, -0.1], [0.2, 0.1, 0.1], [0.0, -0.1, -0.1], [0.0, 0.0, 0.1], [-0.2, -0.1, 0.1], [-0.2, 0.1, -0.1], [0.2, -0.2, 0.0], [-0.5, 0.4, -0.2], [0.1, -0.3, 0.4], [0.2, -0.1, -0.1], [0.0, 0.1, 0.0], [-0.4, 0.2, 0.3], [0.2, 0.1, 0.1], [-0.2, 0.0, -0.1], [0.0, 0.4, -0.3], [0.1, -0.1, 0.2], [0.0, 0.0, 0.0], [0.1, 0.0, 0.1], [0.0, -0.6, -0.2], [0.1, 0.9, 0.4], [-0.1, -0.3, -0.1], [0.3, -0.1, 0.0], [-0.4, 0.0, 0.0], [0.0, -0.1, 0.0], [-0.1, -0.1, -0.1], [0.0, 0.0, -0.1], [0.1, 0.4, 0.0], [-0.1, -0.1, 0.1], [0.1, 0.0, -0.1], [-0.1, 0.2, 0.1], [-0.1, -0.1, 0.1], [0.1, 0.1, 0.0], [0.1, 0.0, 0.1], [0.0, 0.0, 0.0], [0.1, 0.0, 0.0], [0.0, 0.0, 0.0], [0.1, 0.0, 0.0], [0.1, 0.1, 0.0], [0.0, -0.1, 0.0], [0.0, 0.0, 0.0], [0.0, 0.0, 0.0], [0.0, 0.1, 0.0], [0.0, 0.0, -0.1], [0.1, 0.1, -0.1], [-0.1, 0.1, 0.0], [0.1, 0.1, -0.1], [0.0, 0.0, 0.0], [0.0, -0.1, 0.0], [-0.1, 0.0, 0.0], [0.2, 0.0, 0.0], [0.0, 0.0, -0.1], [-0.1, -0.1, 0.0], [0.0, 0.0, 0.0], [0.0, 0.0, 0.0], [0.1, 0.0, 0.0], [0.0, 0.1, -0.1], [0.0, -0.1, 0.1], [-0.1, 0.0, -0.1], [0.1, 0.0, 0.0], [0.0, 0.0, 0.0], [0.1, 0.1, 0.0], [-0.2, -0.1, 0.0], [0.3, -0.2, -0.1], [0.0, 0.0, 0.0], [0.0, 0.0, 0.0], [0.0, 0.1, 0.0], [-0.1, -0.2, -0.1], [0.0, 0.0, 0.0], [0.0, 0.0, 0.0], [0.0, 0.0, 0.0], [0.0, 0.0, 0.0], [0.0, 0.0, 0.0], [0.0, 0.0, 0.0], [0.0, 0.0, 0.0], [0.0, 0.0, 0.0], [0.1, 0.0, 0.0], [0.0, 0.0, 0.0], [0.0, 0.0, 0.0], [0.0, 0.0, 0.0], [0.0, 0.0, 0.0], [0.0, 0.0, 0.0], [0.1, 0.0, 0.0], [0.1, 0.1, 0.0], [0.0, 0.0, 0.0], [0.0, 0.0, 0.0], [0.0, 0.0, 0.0], [0.0, 0.0, 0.0]]
}